# 1
Computed, not measured: a structure of composition C11H17BN6O3SV, with ωB97M-V/def2-TZVPD.

Calculated values
Charge: +2
<S²>: 0.7723
E_HOMO (alpha / beta): -16.55 / -16.56 eV
Molecular weight: 375.12 g/mol
Spin multiplicity: 2

Structure (XYZ):
```
40
Properties=species:S:1:pos:R:3:lowdin_spin:R:1
H -0.12 3.09 1.57 0.000
N 0.22 1.85 -0.13 -0.002
B 0.87 0.97 -2.40 0.001
N 0.76 2.12 -1.40 0.003
C 0.94 3.44 -1.53 0.020
V -0.28 0.03 0.35 1.066
H 1.28 3.85 -2.47 0.001
C 0.61 4.06 -0.32 0.007
H 0.67 5.10 -0.12 0.000
C 0.20 3.04 0.54 0.007
H 1.34 1.35 -3.44 0.000
C -2.16 -2.62 1.82 0.001
H -2.66 -2.64 2.80 0.000
H -1.16 -3.08 1.92 0.000
H -2.78 -3.21 1.12 0.000
N -0.55 0.34 -2.51 -0.002
N 1.74 -0.11 -1.72 0.002
N -1.19 -0.13 -1.35 -0.031
N 1.32 -0.68 -0.50 -0.019
C -1.37 0.17 -3.56 -0.009
C 2.80 -0.79 -2.18 -0.003
H -1.05 0.53 -4.53 0.000
H 3.23 -0.56 -3.14 0.000
C -2.55 -0.42 -3.11 -0.006
C 3.15 -1.75 -1.23 -0.004
C -2.41 -0.60 -1.72 0.001
C 2.23 -1.65 -0.19 0.004
H -3.41 -0.67 -3.71 0.000
H 3.99 -2.42 -1.28 0.000
H -3.05 -1.00 -0.95 0.000
H 2.16 -2.20 0.74 0.000
H -2.02 -1.58 1.45 0.000
C -0.57 -0.41 4.67 -0.002
S 0.46 -0.58 3.21 0.002
O 1.55 0.38 3.27 0.000
O 0.79 -1.98 2.98 -0.003
O -0.64 -0.11 2.18 -0.034
H -0.07 -0.85 5.53 0.000
H -1.51 -0.92 4.46 0.000
H -0.75 0.65 4.85 0.000
```

---

# 2
Computed, not measured: a structure of composition C11H17BN6OW, with ωB97M-V/def2-TZVPD.

Calculated values
Charge: +4
<S²>: 2.0372
E_HOMO (alpha / beta): -23.33 / -23.28 eV
Molecular weight: 443.95 g/mol
Spin multiplicity: 3

Structure (XYZ):
```
37
Properties=species:S:1:pos:R:3:lowdin_spin:R:1
C 2.83 -0.26 0.82 0.112
N 1.58 -0.41 0.33 0.148
N 1.67 -0.06 -1.02 0.137
C 2.95 0.14 -1.36 0.123
C 3.73 0.03 -0.21 0.423
B 0.45 0.14 -1.92 0.009
N -0.46 -1.12 -1.66 0.006
N -0.73 -1.80 -0.47 0.000
C -1.80 -2.62 -0.72 0.003
C -1.94 -2.73 -2.10 0.000
C -1.09 -1.78 -2.66 -0.004
W -0.05 -1.47 1.42 0.013
N -0.26 1.61 -1.77 0.079
N -0.73 1.90 -0.51 0.238
C -1.26 3.12 -0.50 0.011
C -1.13 3.67 -1.80 0.395
C -0.49 2.70 -2.57 0.265
H -1.69 3.53 0.41 -0.004
H -0.22 2.72 -3.62 0.007
H -1.48 4.65 -2.10 0.013
H 0.78 0.15 -3.10 0.001
H -0.88 -1.59 -3.71 0.000
H 3.22 0.36 -2.40 0.001
H -2.56 -3.42 -2.64 0.000
H 4.78 0.16 -0.11 0.014
H -2.46 -3.02 0.05 0.000
H 2.99 -0.36 1.88 0.001
H -1.69 -0.33 1.83 -0.003
C -1.85 -1.21 2.50 -0.001
H -2.66 -1.86 2.15 0.001
H -0.90 -1.90 2.78 -0.002
H -2.16 -0.78 3.45 0.000
C 0.70 0.41 3.93 0.002
O 0.69 -0.41 2.75 0.012
H -0.25 0.99 4.09 0.001
H 1.55 1.13 3.80 0.000
H 0.82 -0.32 4.78 0.000
```

---

# 3
Computed, not measured: the ion C11H17BrN with charge +1, with ωB97M-V/def2-TZVPD.

Calculated values
Energy above the lowest of the compared OMol25 structures with the same formula, charge and spin: 469.5 kJ/mol
Charge: +1
E_HOMO (alpha / beta): -12.60 / -12.71 eV
Molecular weight: 243.17 g/mol

Structure (XYZ):
```
30
Properties=species:S:1:pos:R:3:nbo_charge:R:1
C -1.49 -2.54 0.77 -0.155
C -0.37 -2.37 0.06 -0.195
C -2.78 -1.73 0.62 -0.341
C 0.21 -1.28 -0.66 0.302
C -2.83 -0.52 0.15 0.133
C 1.21 -1.52 -1.68 -0.687
C 2.21 0.40 1.20 -0.640
C -0.25 2.02 -1.39 -0.624
C -0.58 1.76 1.12 -0.607
C 1.69 1.39 0.15 -0.399
C 0.17 1.27 -0.13 0.102
N -0.18 -0.13 -0.25 -0.324
Br -3.79 0.86 -0.35 0.441
H -1.68 -3.42 1.41 0.251
H 0.41 -3.15 0.29 0.249
H -3.68 -2.05 1.19 0.314
H 0.86 -2.35 -2.45 0.260
H 1.41 -0.68 -2.32 0.250
H 1.99 -1.98 -1.22 0.249
H 2.80 -0.43 0.88 0.214
H 2.72 0.84 2.04 0.233
H 1.47 -0.18 1.71 0.208
H 0.46 2.61 -1.88 0.238
H -0.64 1.36 -2.16 0.217
H -1.00 2.69 -1.24 0.220
H -0.45 1.21 2.02 0.225
H -1.62 1.81 1.01 0.193
H -0.33 2.71 1.46 0.227
H 2.12 1.05 -0.79 0.210
H 1.94 2.38 0.48 0.238
```

---

# 4
Computed, not measured: an isolated molecule of C11H17BrSi, with ωB97M-V/def2-TZVPD.

Calculated values
Energy above the lowest of the compared OMol25 structures with the same formula, charge and spin: 123.3 kJ/mol
SMILES: Cc1cc(C)c([Si](C)(C)Br)c(C)c1
E_HOMO: -9.01 eV
Molecular weight: 257.25 g/mol

Structure (XYZ):
```
30
Properties=species:S:1:pos:R:3:nbo_charge:R:1
C -1.41 -1.90 0.06 -0.271
C -2.04 0.15 0.93 -0.215
C -2.33 -1.20 0.78 0.044
C -0.23 -1.37 -0.31 0.132
C -0.80 0.69 0.75 0.003
C 0.15 -0.09 0.07 -0.556
C -3.60 -1.87 1.44 -0.617
C 0.68 -2.28 -1.09 -0.646
C -0.51 2.10 1.13 -0.626
C 2.38 0.79 -2.03 -1.135
C 2.53 2.06 0.67 -1.162
Si 1.92 0.50 -0.23 1.577
Br 3.31 -1.08 0.79 -0.363
H -1.72 -2.84 -0.33 0.199
H -2.85 0.74 1.64 0.188
H -3.48 -2.91 1.44 0.218
H -3.86 -1.38 2.27 0.216
H -4.42 -1.72 0.84 0.216
H 0.32 -2.71 -2.07 0.222
H 1.63 -1.76 -1.17 0.210
H 0.73 -3.19 -0.59 0.224
H 0.19 1.92 2.07 0.222
H -0.17 2.81 0.43 0.220
H -1.35 2.53 1.55 0.217
H 2.63 -0.11 -2.54 0.244
H 1.60 1.30 -2.56 0.247
H 3.32 1.28 -2.04 0.242
H 3.68 2.04 0.64 0.258
H 2.00 3.06 0.51 0.251
H 2.34 1.74 1.79 0.241
```

---

# 5
Computed, not measured: a cluster of 4 separate species, C11H17FN2O3 in total, with ωB97M-V/def2-TZVPD.

Calculated values
Energy above the lowest of the compared OMol25 structures with the same formula, charge and spin: 0.0 kJ/mol
SMILES: Fc1ccc2nccnc2c1.CO.CO.CO
E_HOMO: -9.44 eV
Molecular weight: 244.27 g/mol

Structure (XYZ):
```
34
Properties=species:S:1:pos:R:3:nbo_charge:R:1
F -0.16 2.23 0.89 -0.317
C 0.33 1.11 0.34 0.414
C -0.32 0.59 -0.79 -0.274
C 0.17 -0.55 -1.36 -0.159
C 1.31 -1.20 -0.84 0.060
N 1.75 -2.34 -1.44 -0.356
C 2.83 -2.86 -0.91 -0.018
C 3.49 -2.29 0.20 0.012
N 3.08 -1.22 0.81 -0.371
C 1.96 -0.66 0.28 0.185
C 1.44 0.52 0.86 -0.302
H -1.20 1.08 -1.18 0.252
H -0.31 -0.96 -2.24 0.232
H 3.23 -3.76 -1.34 0.201
H 4.38 -2.78 0.57 0.198
H 1.95 0.95 1.71 0.240
C -0.52 4.72 2.56 -0.247
O -0.32 6.10 2.82 -0.725
H -1.00 4.28 3.43 0.180
H -1.18 4.58 1.69 0.165
H 0.43 4.21 2.38 0.165
H 0.10 6.49 2.05 0.461
C -4.19 3.21 -1.24 -0.246
O -3.06 2.34 -1.22 -0.732
H -3.91 4.11 -1.78 0.186
H -5.04 2.74 -1.75 0.165
H -4.48 3.49 -0.22 0.166
H -3.30 1.54 -0.74 0.464
C 0.27 -6.21 -0.39 -0.247
O 0.70 -5.55 -1.57 -0.724
H -0.21 -7.14 -0.68 0.183
H 1.12 -6.44 0.26 0.158
H -0.45 -5.60 0.16 0.161
H 1.12 -4.73 -1.32 0.469
```

---

# 6
Computed, not measured: a structure of composition C11H17LiN5O3S2, with ωB97M-V/def2-TZVPD.

Calculated values
Energy above the lowest of the compared OMol25 structures with the same formula, charge and spin: 1260.8 kJ/mol
Charge: +1
E_HOMO: -9.97 eV
Molecular weight: 338.36 g/mol

Structure (XYZ):
```
39
Properties=species:S:1:pos:R:3:nbo_charge:R:1
N 0.94 -2.51 -3.88 -0.837
C -0.37 -2.71 -3.09 0.428
N -1.11 -1.38 -2.90 -0.871
N -1.19 -3.73 -3.90 -0.873
C -0.11 -3.33 -1.60 -0.496
C -0.09 -2.23 -0.38 0.058
C -1.36 -1.84 0.58 -0.239
C -1.28 -0.76 1.83 -0.181
C 0.17 0.00 2.17 -0.055
C 0.17 1.02 3.46 -0.455
C 0.96 2.44 3.23 -0.420
C 0.03 3.68 2.70 -0.614
S -0.63 3.46 0.96 2.080
O 0.45 2.68 0.16 -0.856
O -1.99 2.70 1.09 -0.784
O -0.78 5.03 0.28 -0.915
C 1.44 -0.34 1.20 0.109
N 2.83 0.24 1.29 -0.593
S 3.70 -0.52 -0.06 0.768
N 2.61 -1.65 -0.89 -0.517
C 1.34 -1.43 -0.06 0.110
H 0.68 -2.78 -4.86 0.373
H 1.14 -1.48 -3.91 0.357
H -2.10 -1.67 -2.67 0.366
H -1.06 -0.87 -3.81 0.364
H -1.79 -3.19 -4.59 0.365
H -1.81 -4.29 -3.27 0.369
H 0.97 -3.84 -1.61 0.275
H -0.87 -4.19 -1.30 0.233
H -2.42 -2.35 0.39 0.240
H -2.25 -0.54 2.48 0.246
H 0.55 0.40 4.40 0.259
H -0.96 1.29 3.71 0.234
H 1.90 2.38 2.54 0.263
H 1.37 2.77 4.30 0.252
H 0.74 4.64 2.67 0.193
H -0.80 3.92 3.49 0.292
H -0.22 4.99 -0.56 0.485
Li 1.18 6.00 0.41 0.985
```

---

# 7
Computed, not measured: a structure of composition C11H17N2O3Pd, with ωB97M-V/def2-TZVPD.

Calculated values
Charge: +1
E_HOMO: -11.16 eV
Molecular weight: 331.69 g/mol

Structure (XYZ):
```
34
Properties=species:S:1:pos:R:3:nbo_charge:R:1
Pd 0.01 0.01 -0.05 0.930
C 6.26 1.37 -2.52 -0.260
O 5.34 2.32 -3.05 -0.461
C 4.06 2.25 -2.67 0.401
C 3.21 3.23 -3.24 -0.293
C 1.90 3.24 -2.91 -0.098
C 1.32 2.29 -2.01 -0.364
C -0.07 2.36 -1.75 0.592
C -0.90 3.49 -2.29 -0.699
O -0.74 1.52 -1.08 -0.648
C 2.19 1.31 -1.44 0.534
O 1.84 0.38 -0.59 -0.722
C 3.56 1.32 -1.79 -0.425
H 7.22 1.62 -2.95 0.215
H 5.97 0.36 -2.80 0.186
H 6.32 1.46 -1.43 0.186
H 3.63 3.95 -3.93 0.242
H 1.26 3.98 -3.36 0.221
H -0.43 4.45 -2.11 0.244
H -1.88 3.46 -1.81 0.244
H -1.04 3.37 -3.37 0.252
H 4.18 0.56 -1.34 0.232
N 0.67 -1.53 1.15 -0.766
C -0.49 -2.39 1.49 -0.240
C -1.65 -1.48 1.82 -0.240
N -1.85 -0.58 0.65 -0.780
H 1.45 -2.04 0.76 0.420
H 1.01 -1.06 1.99 0.402
H -0.26 -3.06 2.32 0.225
H -0.72 -2.99 0.62 0.214
H -1.42 -0.86 2.69 0.214
H -2.55 -2.05 2.05 0.225
H -2.47 0.20 0.87 0.415
H -2.30 -1.09 -0.10 0.401
```

---

# 8
Computed, not measured: an isolated molecule of C11H17N3O, with ωB97M-V/def2-TZVPD.

Calculated values
Energy above the lowest of the compared OMol25 structures with the same formula, charge and spin: 322.9 kJ/mol
SMILES: C#CN(/N=C(/C)[C@H]1[C@H](C)[C@@H]1C)C(=O)NC
E_HOMO: -8.31 eV
Molecular weight: 207.28 g/mol

Structure (XYZ):
```
32
Properties=species:S:1:pos:R:3:nbo_charge:R:1
C -0.94 -1.86 -1.46 0.165
C -0.50 0.69 0.03 0.304
C -0.72 -3.01 -1.20 -0.276
C -1.81 -0.45 -3.10 0.786
C 0.28 -0.30 0.78 -0.333
C 0.67 -0.14 2.24 -0.203
C 1.72 -0.01 1.18 -0.192
C -0.61 2.08 0.58 -0.644
C 0.62 -1.32 3.17 -0.606
C 2.78 -1.06 0.96 -0.608
C -2.71 1.23 -4.63 -0.414
N -1.12 0.53 -1.07 -0.292
N -1.23 -0.60 -1.82 -0.339
N -2.09 0.84 -3.40 -0.627
O -1.98 -1.39 -3.83 -0.626
H -0.55 -4.01 -0.94 0.236
H 2.08 0.99 0.97 0.211
H 0.11 -1.32 0.47 0.255
H 0.37 0.79 2.72 0.215
H -1.10 2.73 -0.14 0.231
H 0.37 2.49 0.81 0.215
H -1.20 2.08 1.50 0.223
H -0.32 -1.33 3.72 0.217
H 1.44 -1.28 3.89 0.211
H 0.69 -2.26 2.62 0.209
H 2.38 -2.06 1.09 0.209
H 3.60 -0.92 1.67 0.211
H 3.19 -0.98 -0.04 0.218
H -2.05 1.89 -5.20 0.192
H -2.89 0.32 -5.21 0.237
H -3.66 1.74 -4.45 0.193
H -1.92 1.51 -2.67 0.424
```

---

The highest molecular weight belongs to which entry? C11H17BN6OW

---

Which value of molecular weight does entry 7 give? 331.69 g/mol

---

Number 1 is which compound? C11H17BN6O3SV